(1)
DFT (the ωB97M-V functional and the def2-TZVPD basis) results for a 2-piece molecular cluster, C7H12O3 overall in a non-equilibrium geometry.

Geometry (Å):
1 C -0.9296 -0.6892 -0.6473
2 C -2.1839 0.1046 -0.9728
3 C -1.1127 -1.5644 0.5832
4 C 2.6658 1.4153 0.6864
5 C 1.4935 -0.6014 -0.3367
6 C 1.4889 0.6321 0.1583
7 C 0.1159 1.0810 0.1352
8 O -0.6509 -1.4169 -1.7987
9 O -0.4356 1.6028 1.2590
10 O 1.8533 -1.6849 -0.6672
11 H 0.1472 -1.9537 -1.6613
12 H -0.0541 1.1681 2.0352
13 H -0.2668 1.5974 -0.7330
14 H -2.9932 -0.5901 -1.2149
15 H -2.0252 0.7358 -1.8479
16 H -2.5015 0.7219 -0.1343
17 H -0.2263 -2.1559 0.8103
18 H -1.9301 -2.2716 0.4085
19 H -1.3713 -0.9665 1.4575
20 H 2.8331 2.3286 0.1101
21 H 2.5147 1.6996 1.7314
22 H 3.5686 0.8076 0.6389

Atoms 1-6, force components in eV/Å:
C -0.75 1.22 1.19
C 0.07 -0.17 0.07
C 0.00 -0.04 -0.16
C 0.09 -0.18 -0.15
C 2.26 -0.22 0.35
C 0.08 -0.63 0.10

Computed properties:
Gap between HOMO and LUMO (eV): 8.4
Molecular weight (g/mol): 144.17
ΔE to the lowest compared entry with this formula, charge and spin (eV): 3.399
Electronic energy (eV): -13592.6749
Strongest force on any atom (eV/A): 2.7

(2)
DFT (the ωB97M-V functional and the def2-TZVPD basis) results for C2H5N2 as an isolated structure in a non-equilibrium geometry.

Geometry (Å):
1 C 0.6645 -0.9370 -0.0173
2 C -0.2653 0.7474 -0.1616
3 N -0.6162 -0.6709 -0.1091
4 N 1.1011 0.3055 -0.0601
5 H 1.2164 -1.8047 -0.1134
6 H -0.3546 1.0794 -1.2158
7 H -0.5221 1.3240 0.7709
8 H -1.8669 -1.4953 0.4378
9 H 1.9345 0.6978 -0.1924

Atoms 1-6, force components in eV/Å:
C 0.21 0.68 -0.33
C -0.48 1.51 0.40
N -4.54 -3.06 1.78
N -3.13 -2.65 1.13
H 0.87 -1.92 0.32
H -0.90 0.71 0.99

Computed properties:
Gap between HOMO and LUMO (eV): 9.9
Molecular weight (g/mol): 57.08
Total charge: +1
ΔE to the lowest compared entry with this formula, charge and spin (eV): 3.190
Electronic energy (eV): -5123.8565
Strongest force on any atom (eV/A): 5.8

(3)
DFT (the ωB97M-V functional and the def2-TZVPD basis) results for one molecule with the formula C3H5N5 in a non-equilibrium geometry.

Geometry (Å):
1 H 0.1847 2.7473 -1.2418
2 N -0.0165 1.9131 -0.6749
3 C 0.2838 0.8832 -1.3489
4 N 0.2465 -0.3861 -0.7557
5 N 0.5917 -1.4771 -1.5165
6 N 0.4593 -2.4679 -0.7670
7 N 0.0892 -2.1251 0.5115
8 C -0.0651 -0.7979 0.4980
9 C -0.5156 0.0366 1.6653
10 H 0.6384 0.8419 -2.3826
11 H -0.7186 -0.5949 2.5397
12 H 0.2429 0.7856 1.9664
13 H -1.4205 0.6413 1.5064

Atoms 1-6, force components in eV/Å:
H -0.38 -0.33 0.25
N 0.49 -0.08 -0.69
C 0.15 0.54 0.44
N -0.05 0.22 -0.28
N -0.48 1.03 0.18
N 0.26 -0.97 1.01

Computed properties:
Gap between HOMO and LUMO (eV): 11.3
Molecular weight (g/mol): 111.11
ΔE to the lowest compared entry with this formula, charge and spin (eV): 1.860
SMILES: [H]/N=C/n1nnnc1C
Electronic energy (eV): -10641.0145
Strongest force on any atom (eV/A): 1.4

(4)
DFT (the ωB97M-V functional and the def2-TZVPD basis) results for a 3-piece molecular cluster, C21H40O6P overall in a non-equilibrium geometry.

Geometry (Å):
1 C -8.8632 -3.7041 -0.0556
2 C -7.5746 -2.8475 -0.2687
3 C -7.4514 -2.1441 -1.5438
4 C -6.2863 -1.3386 -1.8298
5 C -5.2174 -1.2509 -0.8482
6 C -5.2945 -1.9357 0.4267
7 C -4.1309 -1.8618 1.4834
8 P -2.4730 -1.5128 0.7272
9 C -2.1450 0.3260 0.5314
10 C -1.1578 -2.1011 1.9303
11 C -0.9682 -3.6792 1.9102
12 C 0.4456 -4.0639 1.3430
13 C 0.6255 -3.6644 -0.1553
14 O 0.7585 -2.5217 -0.5279
15 O 0.6505 -4.7131 -1.0451
16 C -6.5026 -2.7303 0.7004
17 H -8.8488 -4.5610 -0.7817
18 H -8.9664 -4.0958 0.9841
19 H -9.7624 -3.0894 -0.3065
20 H -8.2639 -2.2307 -2.3031
21 H -6.2070 -0.8140 -2.8129
22 H -4.3257 -0.6283 -1.1167
23 H -4.3979 -1.0600 2.2169
24 H -4.1025 -2.8412 2.0395
25 H -2.2618 -2.1809 -0.5156
26 H -1.0341 0.4684 0.4118
27 H -2.7191 0.7128 -0.3409
28 H -2.4065 0.8465 1.4911
29 H -0.1700 -1.6053 1.7171
30 H -1.4776 -1.7348 2.9452
31 H -1.0260 -4.0316 2.9691
32 H -1.7577 -4.1143 1.2490
33 H 1.2531 -3.6499 1.9936
34 H 0.5247 -5.1851 1.4073
35 H 1.0868 -4.4232 -1.8710
36 H -6.6056 -3.2577 1.6761
37 C 2.3278 5.2932 1.9931
38 O 2.5270 4.4024 0.9041
39 C 2.6628 3.0506 1.3191
40 C 1.3692 2.2764 1.1206
41 O 0.3338 2.7625 1.9714
42 C -0.5694 3.6223 1.2930
43 H 1.9697 6.2423 1.5935
44 H 1.5887 4.9143 2.7037
45 H 3.2771 5.4664 2.5094
46 H 2.9970 2.9960 2.3605
47 H 3.4400 2.5997 0.6939
48 H 1.5420 1.2300 1.3925
49 H 1.0553 2.3054 0.0714
50 H -1.2523 3.0269 0.6753
51 H -0.0554 4.3557 0.6691
52 H -1.1547 4.1591 2.0403
53 C 8.4973 2.0249 -2.1662
54 O 7.4581 2.1222 -1.2035
55 C 6.4227 3.0118 -1.6032
56 C 5.2216 2.2579 -2.1522
57 O 5.5397 1.5849 -3.3646
58 C 5.7879 0.2018 -3.1717
59 H 9.1005 1.1485 -1.9270
60 H 8.1075 1.9120 -3.1810
61 H 9.1349 2.9134 -2.1154
62 H 6.7952 3.7382 -2.3330
63 H 6.1116 3.5632 -0.7100
64 H 4.4318 2.9786 -2.3843
65 H 4.8286 1.5547 -1.4097
66 H 4.8391 -0.3303 -3.0380
67 H 6.4390 0.0148 -2.3149
68 H 6.2792 -0.1814 -4.0667

Atoms 1-6, force components in eV/Å:
C 0.55 0.27 -0.25
C 0.90 0.81 -0.54
C 1.45 0.31 1.10
C -0.36 -1.10 1.43
C -0.94 -0.62 0.26
C -1.47 -0.33 -1.52

Computed properties:
Gap between HOMO and LUMO (eV): 8.3
Molecular weight (g/mol): 419.52
Total charge: +1
Electronic energy (eV): -43990.3785
Strongest force on any atom (eV/A): 2.1

(5)
DFT (the ωB97M-V functional and the def2-TZVPD basis) results for a 2-piece molecular cluster, C3H7N2 overall in a non-equilibrium geometry.

Geometry (Å):
1 C -0.2054 0.3142 -0.8686
2 C -0.2918 -1.0478 -1.0313
3 C -1.1543 -0.3150 -0.1182
4 N 1.8532 0.5692 0.4408
5 N -2.0097 -0.2082 0.7902
6 H 0.1897 1.2139 -1.3888
7 H 0.1911 -1.8656 -1.5775
8 H 2.3878 1.3908 0.4098
9 H 2.2978 -0.1471 -0.0260
10 H 1.8314 0.3324 1.4345
11 H -2.5315 -0.9590 1.0728
12 H -2.5582 0.7222 0.8622

Atoms 1-6, force components in eV/Å:
C 1.05 0.10 -2.30
C -1.12 2.64 1.62
C 3.86 -2.20 -3.52
N -2.02 0.70 2.08
N -3.03 4.38 1.49
H -0.57 -0.83 0.88

Computed properties:
Gap between HOMO and LUMO (eV): 10.6
Molecular weight (g/mol): 71.10
Total charge: +1
ΔE to the lowest compared entry with this formula, charge and spin (eV): 2.228
Electronic energy (eV): -6195.2836
Strongest force on any atom (eV/A): 5.7

(6)
DFT (the ωB97M-V functional and the def2-TZVPD basis) results for a 2-piece molecular cluster, C10H11NO2 overall in a non-equilibrium geometry.

Geometry (Å):
1 C 2.6270 -2.0493 -0.5296
2 C 1.4010 -1.6385 -0.7134
3 C 0.3221 -1.3794 0.2754
4 O 0.5517 -2.0536 1.5196
5 C -0.6974 -0.4747 0.1564
6 C -0.8060 0.2696 -1.1024
7 C -1.6496 1.3465 -1.1744
8 C -2.3630 1.8293 -0.0510
9 C -2.4450 1.0788 1.0613
10 C -1.5379 -0.0627 1.2807
11 H 3.2787 -2.1532 -1.3729
12 H 2.8844 -2.3575 0.4437
13 H 1.1772 -1.0471 -1.6103
14 H 0.9677 -2.8610 1.0976
15 H -0.3596 -0.0527 -1.9803
16 H -1.7396 1.9062 -2.0364
17 H -3.1480 2.5894 -0.2811
18 H -3.1830 1.2458 1.7994
19 H -2.2866 -0.8619 1.4997
20 H -0.8601 0.2187 2.1285
21 N 1.3285 1.9392 0.1300
22 C 2.4537 1.6364 -0.2411
23 O 3.5333 1.5297 -0.5928
24 H 0.5507 1.4020 0.2934

Atoms 1-6, force components in eV/Å:
C -0.02 -0.78 -0.06
C -2.53 3.01 -0.87
C 0.34 -0.19 1.60
O 0.04 -0.64 -2.74
C 2.34 -0.74 -1.90
C -2.76 1.47 1.25

Computed properties:
Gap between HOMO and LUMO (eV): 7.6
Molecular weight (g/mol): 177.20
ΔE to the lowest compared entry with this formula, charge and spin (eV): 3.874
SMILES: C=C/C(O)=C1\C=CC=CC1.N=C=O
Electronic energy (eV): -16130.4167
Strongest force on any atom (eV/A): 4.2

(7)
DFT (the ωB97M-V functional and the def2-TZVPD basis) results for C25H29N4O4RhS3 as an isolated structure in a non-equilibrium geometry.

Geometry (Å):
1 Rh -0.7649 -4.4029 16.5539
2 O 1.2114 -7.1482 14.7862
3 S 0.3338 -6.9094 15.8990
4 O 0.0550 -7.9232 16.9106
5 O 0.8574 -5.6572 16.6170
6 O -0.9716 -6.4057 15.3248
7 S -0.7393 -4.2072 19.1036
8 C -0.5598 -2.5313 18.7757
9 S -0.2601 -2.0969 17.1087
10 C -0.5955 -1.5288 19.7752
11 C -1.0758 -1.6515 21.0876
12 N -1.4380 -1.7196 22.1677
13 C -0.6284 -0.1813 19.2717
14 N -0.6178 0.8806 18.8439
15 C -2.9571 -8.2919 18.5216
16 C -3.2875 -7.1585 17.5520
17 C -3.7720 -7.6321 16.1573
18 C -4.2107 -6.1243 18.1232
19 C -5.2060 -6.3350 19.0490
20 C -5.8653 -5.2835 19.6584
21 C -5.5155 -3.9790 19.3479
22 C -4.5312 -3.7235 18.4321
23 C -4.1129 -2.2683 18.2292
24 C -4.8777 -1.5454 17.0770
25 C -4.2203 -1.4434 19.5612
26 C -3.9212 -4.8100 17.7159
27 N -2.9888 -4.4942 16.6677
28 C -3.5097 -4.3624 15.4860
29 C -2.6985 -3.9317 14.3380
30 C -2.9852 -3.8402 12.9772
31 C -1.7586 -3.4502 12.3843
32 C -0.8284 -3.2862 13.3702
33 N -1.3936 -3.5804 14.5665
34 C 0.5521 -2.7290 13.2332
35 C 0.9476 -2.7274 11.7444
36 C 0.5636 -1.2875 13.7998
37 C 1.5619 -3.6866 13.9455
38 H -2.0328 -8.7708 18.1224
39 H -3.7632 -9.0095 18.6831
40 H -2.6694 -7.8856 19.4989
41 H -2.3439 -6.6928 17.3402
42 H -4.7450 -8.0781 16.2948
43 H -3.0956 -8.3519 15.6955
44 H -3.8442 -6.8261 15.4495
45 H -5.3816 -7.3404 19.4827
46 H -6.6791 -5.4171 20.3982
47 H -5.9245 -3.1593 19.8918
48 H -3.0668 -2.3308 17.9478
49 H -5.9090 -1.5346 17.3626
50 H -4.8074 -2.0834 16.0883
51 H -4.4631 -0.5476 16.9879
52 H -5.1985 -1.0556 19.7526
53 H -3.5752 -0.5563 19.5453
54 H -3.9655 -2.0845 20.4615
55 H -4.5766 -4.5722 15.2820
56 H -3.9101 -3.9458 12.4615
57 H -1.6142 -3.3326 11.3243
58 H 0.2573 -2.0444 11.2045
59 H 0.8348 -3.6916 11.3470
60 H 1.9738 -2.4643 11.7754
61 H -0.2490 -0.6927 13.3811
62 H 1.5093 -0.7874 13.6203
63 H 0.3351 -1.2348 14.8817
64 H 1.4743 -4.7104 13.5589
65 H 1.4344 -3.6724 15.0396
66 H 2.6216 -3.3050 13.7417

Atoms 1-6, force components in eV/Å:
Rh 0.23 -0.22 -0.28
O 0.97 -1.23 0.05
S -1.74 0.41 -0.55
O 0.79 -0.21 -0.65
O 0.27 0.48 0.66
O -0.17 0.26 0.61

Computed properties:
<S²>: 6.0144
Multiplicity: 5
Gap between HOMO and LUMO (alpha / beta) (eV): 6.8 / 6.4
Molecular weight (g/mol): 648.64
Total charge: -2
ΔE to the lowest compared entry with this formula, charge and spin (eV): 0.000
Electronic energy (eV): -76060.9197
Strongest force on any atom (eV/A): 2.4

(8)
DFT (the ωB97M-V functional and the def2-TZVPD basis) results for C47H69F3P2S3SbTl as an isolated structure.

Geometry (Å):
1 Tl -1.0169 0.0650 -0.6562
2 C 0.7105 0.3427 -3.7326
3 C -0.0553 -0.7760 -3.6371
4 C 0.8528 -1.8623 -2.8261
5 C 2.0088 -1.2318 -2.5766
6 C 1.9783 0.1056 -3.1523
7 C 3.1224 1.0271 -3.2337
8 C 2.6446 2.4828 -3.1067
9 C 3.7025 0.7920 -4.6623
10 C 4.1986 0.7188 -2.1873
11 C 0.6167 -3.3088 -2.4650
12 C 0.2583 -4.1460 -3.7278
13 C -0.4684 -3.4540 -1.3856
14 C 1.9030 -3.8951 -1.8599
15 C -1.3340 -0.8679 -4.4397
16 C -2.2711 -2.0399 -4.1454
17 C -2.1574 0.4215 -4.2635
18 C -0.8728 -0.9593 -5.9191
19 H 0.4392 1.2432 -4.2576
20 H 2.8663 -1.6467 -2.0762
21 H 2.0054 2.7767 -3.9407
22 H 3.5110 3.1441 -3.1030
23 H 2.0935 2.6318 -2.1753
24 H 2.9989 1.1035 -5.4347
25 H 3.9638 -0.2546 -4.8268
26 H 4.6096 1.3919 -4.7481
27 H 3.7883 0.7389 -1.1751
28 H 4.9810 1.4753 -2.2457
29 H 4.6665 -0.2521 -2.3583
30 H -0.7858 -4.4459 -3.7289
31 H 0.8583 -5.0553 -3.7360
32 H 0.4707 -3.6230 -4.6636
33 H -1.4229 -3.0142 -1.6596
34 H -0.1373 -3.0008 -0.4501
35 H -0.6371 -4.5163 -1.1962
36 H 2.7373 -3.8566 -2.5635
37 H 1.7215 -4.9417 -1.6184
38 H 2.1905 -3.3888 -0.9353
39 H -2.4125 -2.1789 -3.0775
40 H -1.9263 -2.9672 -4.5901
41 H -3.2478 -1.8143 -4.5753
42 H -2.6096 0.4604 -3.2701
43 H -2.9688 0.4142 -4.9919
44 H -1.5766 1.3285 -4.4226
45 H -0.1803 -1.7887 -6.0776
46 H -0.3881 -0.0385 -6.2445
47 H -1.7538 -1.1323 -6.5393
48 C -3.6056 -2.6292 2.5968
49 C -2.9286 -1.3349 3.0443
50 S -2.7842 -0.0092 1.8284
51 C -4.4805 0.4587 1.4250
52 C -5.2618 -0.4217 0.4423
53 S -4.3261 -0.9060 -1.0371
54 C -4.7195 -2.6742 -1.1589
55 C -4.5369 -3.5320 0.0971
56 S -2.9931 -3.2963 1.0203
57 H -4.6807 -2.4870 2.5112
58 H -3.4384 -3.3827 3.3660
59 H -1.8937 -1.5206 3.3419
60 H -3.4481 -0.9240 3.9123
61 H -4.3867 1.4677 1.0253
62 H -5.0275 0.5321 2.3664
63 H -6.1429 0.1235 0.1066
64 H -5.6049 -1.3286 0.9314
65 H -4.0697 -3.0301 -1.9584
66 H -5.7469 -2.7709 -1.5101
67 H -4.5746 -4.5784 -0.2051
68 H -5.3587 -3.3851 0.7939
69 C -2.7663 3.6718 0.2650
70 P -1.4298 3.1908 -0.8924
71 C -2.1839 3.7163 -2.4790
72 C -0.2347 4.5774 -0.6824
73 C 0.3564 4.7448 0.7171
74 P 1.4511 3.3484 1.2579
75 C 2.9699 3.7814 0.3152
76 C 1.9458 3.9853 2.9099
77 H -2.9112 4.7542 0.2519
78 H -2.5458 3.3488 1.2845
79 H -3.6961 3.1982 -0.0557
80 H -2.5698 4.7329 -2.3854
81 H -3.0068 3.0547 -2.7526
82 H -1.4414 3.6966 -3.2784
83 H -0.7870 5.4773 -0.9692
84 H 0.5642 4.4525 -1.4209
85 H -0.4385 4.8614 1.4602
86 H 0.9510 5.6624 0.7476
87 H 3.3398 4.7696 0.5992
88 H 2.7750 3.7795 -0.7568
89 H 3.7467 3.0416 0.5208
90 H 2.0085 5.0754 2.8993
91 H 2.9264 3.5811 3.1703
92 H 1.2372 3.6752 3.6787
93 F 1.2944 -5.9336 4.3444
94 C 1.2123 -4.6696 3.9160
95 C 1.9775 -3.7009 4.5396
96 C 1.8956 -2.3925 4.0832
97 C 1.0488 -2.0552 3.0256
98 C 0.2943 -3.0627 2.4274
99 C 0.3667 -4.3787 2.8650
100 Sb 0.9080 -0.0675 2.2617
101 C 2.9052 0.5216 2.6740
102 C 3.8959 0.2500 1.7318
103 C 5.2329 0.4987 2.0091
104 C 5.5600 1.0143 3.2484
105 F 6.8485 1.2433 3.5287
106 C 4.6067 1.3047 4.2046
107 C 3.2718 1.0581 3.9082
108 C -0.0901 0.8201 3.9256
109 C -0.1892 0.1623 5.1528
110 C -0.9298 0.7039 6.1970
111 C -1.5790 1.9037 5.9909
112 F -2.3142 2.4204 6.9824
113 C -1.5099 2.5854 4.7899
114 C -0.7695 2.0289 3.7588
115 H 2.6272 -3.9766 5.3602
116 H 2.5132 -1.6395 4.5605
117 H -0.3855 -2.8275 1.6140
118 H -0.2125 -5.1697 2.4046
119 H 3.6319 -0.1730 0.7672
120 H 6.0175 0.2945 1.2918
121 H 4.9141 1.7052 5.1618
122 H 2.5149 1.2998 4.6458
123 H 0.3058 -0.7878 5.3104
124 H -1.0127 0.2070 7.1550
125 H -2.0456 3.5195 4.6763
126 H -0.7319 2.5374 2.8019

Atoms 1-6, force components in eV/Å:
Tl -0.07 -0.18 0.20
C 0.15 0.07 0.18
C 0.05 -0.34 -0.19
C -0.27 0.01 -0.13
C 0.11 0.48 -0.16
C 0.06 -0.25 -0.02

Computed properties:
Gap between HOMO and LUMO (eV): 4.5
Molecular weight (g/mol): 1175.36
Total charge: +2
ΔE to the lowest compared entry with this formula, charge and spin (eV): 0.433
Electronic energy (eV): -120311.0547
Strongest force on any atom (eV/A): 0.5